Entry 1:
DFT (ωB97M-V/def2-TZVPD) results for C28H29AsOP2S2W as an isolated structure.

Last column: natural (NBO) charge in e.
CARTESIAN COORDINATES (ANGSTROEM)
W1 0.61747 -0.72328 1.33010  1.22
S1 -0.74982 -2.44147 0.73883  0.00
P1 -1.55120 -0.74850 -0.39171  1.50
C1 -0.38332 0.52491 0.15190  -0.99
P2 1.14428 0.97395 -0.66938  1.52
S2 2.49157 -0.68750 0.08696  0.01
C2 1.75793 2.32023 0.26862  -0.44
C3 1.66510 2.25635 1.66258  -0.19
C4 2.11188 3.29630 2.44095  -0.16
C5 2.64862 4.42676 1.80932  -0.10
C6 2.75150 4.49411 0.42825  -0.15
C7 2.30874 3.43625 -0.35762  -0.15
C8 1.36035 1.06809 -2.40335  -0.52
C9 0.42063 1.86704 -3.07582  -0.11
C10 0.59636 2.07735 -4.43135  -0.19
C11 1.66963 1.48482 -5.09406  -0.10
C12 2.58551 0.68319 -4.41287  -0.18
C13 2.43855 0.45938 -3.05685  -0.15
C14 -3.14635 -0.41951 0.23765  -0.44
C15 -3.67118 0.85135 -0.05479  -0.19
C16 -4.97922 1.12686 0.29880  -0.17
C17 -5.74305 0.15664 0.94253  -0.10
C18 -5.21333 -1.09742 1.23481  -0.18
C19 -3.91059 -1.39957 0.88093  -0.17
C20 -1.43604 -1.17824 -2.08940  -0.43
C21 -0.27296 -1.74286 -2.63259  -0.21
C22 -0.24519 -2.04224 -3.97868  -0.18
C23 -1.36206 -1.76980 -4.77236  -0.10
C24 -2.51008 -1.20912 -4.22773  -0.18
C25 -2.56451 -0.90837 -2.87491  -0.15
H1 1.22397 1.39628 2.17345  0.15
H2 2.03638 3.26085 3.51907  0.25
H3 2.98304 5.25995 2.41530  0.27
H4 3.17871 5.36986 -0.04240  0.27
H5 2.39486 3.48440 -1.43620  0.25
H6 -0.40821 2.33419 -2.55483  0.23
H7 -0.09842 2.70947 -4.97002  0.27
H8 1.79864 1.65594 -6.15593  0.27
H9 3.42177 0.24188 -4.94019  0.27
H10 3.16347 -0.15147 -2.53497  0.24
H11 -3.07139 1.61057 -0.54488  0.23
H12 -5.40474 2.09719 0.07668  0.26
H13 -6.76597 0.38110 1.21873  0.27
H14 -5.82258 -1.84226 1.73005  0.27
H15 -3.51925 -2.38825 1.08600  0.23
H16 0.57935 -1.98397 -2.00935  0.21
H17 0.63032 -2.50508 -4.41684  0.26
H18 -1.33828 -2.01514 -5.82729  0.27
H19 -3.37453 -1.02018 -4.85108  0.27
H20 -3.46862 -0.49860 -2.44368  0.25
C26 0.09977 -2.98358 5.19213  -0.97
As1 1.44221 -2.05904 4.24707  1.92
C27 2.58590 -1.06754 5.36796  -0.98
C28 2.41460 -3.17669 3.05572  -1.02
O1 0.62938 -0.81170 3.16405  -0.92
H21 0.64574 -3.67363 5.83962  0.31
H22 -0.54816 -3.53322 4.51540  0.29
H23 -0.45936 -2.27004 5.79214  0.30
H24 3.15323 -1.79353 5.95342  0.31
H25 1.97323 -0.45575 6.02564  0.30
H26 3.25842 -0.45850 4.76937  0.28
H27 2.74944 -4.03041 3.65351  0.33
H28 3.29500 -2.65313 2.69039  0.28
H29 1.79281 -3.56568 2.25321  0.27

maximum force	3.149	eV Å⁻¹
net charge	+4
energy relative to the best compared isomer or geometry (same formula, charge and spin)	78.6	kJ/mol

***

Entry 2:
DFT (ωB97M-V/def2-TZVPD) results for C28H29CuN3Si as an isolated structure.

Last column: Mulliken spin population.
CARTESIAN COORDINATES (ANGSTROEM)
C1 2.51020 -2.57897 -2.51739  0.00
C2 1.14216 -2.18127 -2.45582  0.00
C3 1.08468 -0.76572 -2.60516  0.00
H1 0.28319 -2.84224 -2.36295  0.00
C4 2.41708 -0.27681 -2.74105  0.00
C5 3.31727 -1.39964 -2.69327  0.00
H2 4.40513 -1.36303 -2.79434  0.00
H3 2.87788 -3.60024 -2.56331  0.00
H4 0.18004 -0.16290 -2.64962  0.00
H5 2.71148 0.75061 -2.94000  0.00
Cu1 2.56272 -1.29683 -0.81032  0.01
C6 -1.05053 0.36055 -0.13468  -0.03
H6 -0.22264 0.84850 -0.66776  -0.02
H7 -0.61359 -0.13926 0.73972  0.13
H8 -1.48303 -0.41649 -0.78431  0.00
Si1 -2.26646 1.57407 0.37707  0.02
C7 -3.89146 0.72712 0.62304  0.02
C8 -4.38324 -0.10080 -0.40105  0.03
H9 -3.85176 -0.18137 -1.35490  0.01
C9 -5.54169 -0.86028 -0.19106  0.01
H10 -5.91081 -1.50616 -0.98829  0.00
C10 -6.21576 -0.78960 1.02861  0.00
H11 -7.10940 -1.39248 1.19446  0.00
C11 -5.73614 0.04520 2.04295  0.02
H12 -6.26178 0.10450 2.99466  0.00
C12 -4.57826 0.80516 1.84187  -0.04
H13 -4.18669 1.44459 2.63889  0.01
C13 -2.45727 2.92802 -0.86839  0.16
C14 -3.73573 3.34050 -1.28518  0.07
H14 -4.62406 2.95984 -0.77497  0.01
C15 -3.88261 4.22528 -2.35975  -0.04
H15 -4.88056 4.52026 -2.67965  -0.01
C16 -2.76568 4.73266 -3.02227  0.10
H16 -2.88136 5.40025 -3.87501  0.01
C17 -1.49465 4.36523 -2.58312  -0.04
H17 -0.61024 4.77212 -3.07218  -0.01
C18 -1.33523 3.47830 -1.51526  0.10
H18 -0.33105 3.20110 -1.17665  0.00
H19 -1.39697 1.66221 1.88983  0.32
H20 -1.59455 2.42995 1.73574  0.14
N1 1.83862 -1.65329 2.08422  0.01
C19 2.37304 -0.35956 1.90080  -0.03
C20 2.65491 0.44697 3.00666  0.10
C21 3.38639 1.60993 2.79856  -0.05
C22 3.71170 1.98252 1.48848  0.02
C23 3.31843 1.17610 0.42666  -0.01
N2 2.68414 -0.00078 0.65240  0.00
C24 2.57229 -2.76950 1.63521  -0.01
C25 2.70705 -3.87240 2.48716  0.00
C26 3.66617 -4.83570 2.17761  0.00
C27 4.41220 -4.66568 1.00574  0.00
C28 4.14702 -3.60415 0.15447  0.00
N3 3.21051 -2.68001 0.46457  0.00
H21 1.50287 -1.78803 3.03110  0.00
H22 2.35096 0.07399 3.98718  0.01
H23 3.70486 2.21434 3.64276  0.00
H24 4.26861 2.89287 1.27428  0.00
H25 3.52418 1.41992 -0.61046  0.00
H26 2.08184 -3.89408 3.37384  0.00
H27 3.82897 -5.67878 2.84495  0.00
H28 5.20175 -5.36336 0.73679  0.00
H29 4.65484 -3.47330 -0.80212  0.00

maximum force	3.607	eV Å⁻¹
2S+1	2
net charge	0
energy relative to the best compared isomer or geometry (same formula, charge and spin)	220.4	kJ/mol

***

Entry 3:
DFT (ωB97M-V/def2-TZVPD) results for C28H29CuN4O2P2 as an isolated structure.

Last column: Mulliken spin population.
CARTESIAN COORDINATES (ANGSTROEM)
Cu1 0.77456 -0.68910 -1.82046  0.42
C1 1.54615 2.65226 -0.35260  0.01
N1 0.88703 1.49441 0.31437  0.03
P1 -0.47134 0.95636 -0.67405  0.01
C2 -1.35113 2.49012 -1.09100  0.00
C3 -1.71342 2.73802 -2.41020  0.01
C4 -2.41332 3.89561 -2.72379  0.00
C5 -2.73774 4.80085 -1.72628  0.00
C6 -2.37734 4.54963 -0.40669  0.00
C7 -1.69248 3.39211 -0.08501  0.00
C8 -1.63077 0.26053 0.54328  -0.01
C9 -1.54435 0.49707 1.91043  0.00
C10 -2.49402 -0.04525 2.76187  0.00
C11 -3.52902 -0.81765 2.25350  0.00
C12 -3.62200 -1.04868 0.88865  0.00
C13 -2.67339 -0.51145 0.03311  0.00
P2 1.96141 0.12052 0.32339  0.23
C14 3.46835 0.72519 1.12060  0.11
C15 4.66762 0.16194 0.68835  0.02
C16 5.86353 0.57797 1.25417  0.00
C17 5.85972 1.55636 2.23642  0.01
C18 4.66202 2.11692 2.66558  0.00
C19 3.46218 1.70966 2.10845  0.02
C20 1.27054 -1.09370 1.48937  0.02
C21 0.47920 -2.13569 1.00822  -0.02
C22 -0.05580 -3.06626 1.88044  0.00
C23 0.21695 -2.98099 3.23817  0.00
C24 1.03890 -1.97237 3.71854  0.00
C25 1.57560 -1.03719 2.84868  -0.01
H1 0.92528 3.53497 -0.23003  0.00
H2 1.70367 2.48559 -1.42751  0.00
H3 2.51147 2.84195 0.10583  0.00
H4 -1.45527 2.02617 -3.18546  0.00
H5 -2.69961 4.08739 -3.74923  0.00
H6 -3.27750 5.70533 -1.97348  0.00
H7 -2.63495 5.25211 0.37475  0.00
H8 -1.42171 3.18057 0.94263  0.00
H9 -0.72920 1.09096 2.30031  0.00
H10 -2.42926 0.13964 3.82638  0.00
H11 -4.27295 -1.23283 2.92088  0.00
H12 -4.43719 -1.64219 0.49513  0.00
H13 -2.73706 -0.67664 -1.03815  0.00
H14 4.65278 -0.59423 -0.08947  0.00
H15 6.79495 0.14247 0.91867  0.00
H16 6.79318 1.89101 2.66898  0.00
H17 4.66084 2.87659 3.43601  0.00
H18 2.52786 2.15126 2.43456  0.00
H19 0.29019 -2.21826 -0.05722  0.01
H20 -0.68607 -3.86356 1.50767  0.00
H21 -0.20251 -3.71132 3.91733  0.00
H22 1.26787 -1.91492 4.77462  0.00
H23 2.22967 -0.26364 3.22470  0.00
C26 -3.59677 -2.97160 -4.14258  0.00
O1 -2.72284 -1.87705 -3.84978  0.00
C27 -1.55870 -2.06178 -3.25036  0.00
O2 -0.89177 -1.05917 -2.98690  0.02
N2 -1.21095 -3.33083 -2.95369  0.00
N3 -0.02071 -3.55074 -2.27304  0.00
H24 -4.47266 -2.52523 -4.60069  0.00
H25 -3.89329 -3.48864 -3.22919  0.00
H26 -3.14225 -3.66219 -4.85488  0.00
H27 -1.68981 -4.10197 -3.38946  0.00
H28 0.73178 -3.83608 -2.88862  0.00
H29 -0.15493 -4.24840 -1.55351  0.00
N4 3.40312 -2.23811 -2.07767  0.00
C28 2.41766 -1.63388 -2.04305  0.10

maximum force	1.043	eV Å⁻¹
2S+1	2
net charge	+1
energy relative to the best compared isomer or geometry (same formula, charge and spin)	136.8	kJ/mol

***

Entry 4:
DFT (ωB97M-V/def2-TZVPD) results for C28H29ErFNO as an isolated structure.

Last column: Mulliken spin population.
CARTESIAN COORDINATES (ANGSTROEM)
C1 2.31070 -0.21424 2.08184  -0.01
C2 2.41810 -0.91893 0.84156  0.00
C3 2.13044 -0.00903 -0.21337  -0.01
H1 2.65822 -1.96625 0.69257  0.00
C4 1.82910 1.26673 0.37115  -0.01
C5 1.94566 1.14143 1.79129  0.00
H2 1.61558 2.17676 -0.19270  0.00
C6 -1.05711 -2.27723 2.61424  0.00
C7 0.17092 -2.71452 2.06075  -0.01
C8 0.02464 -2.82761 0.64712  0.00
H3 1.08985 -2.84404 2.61555  0.00
C9 -1.33034 -2.52380 0.31916  0.00
C10 -1.99571 -2.17935 1.55289  -0.01
H4 2.24188 -0.19533 -1.28069  0.00
H5 1.73927 1.94301 2.50150  0.00
H6 2.42637 -0.64644 3.07910  0.00
H7 -3.05885 -1.95964 1.64699  0.00
H8 0.75217 -3.20137 -0.06403  0.00
H9 -1.26021 -2.02921 3.65031  0.00
Er1 -0.01029 -0.30340 1.25951  3.04
C11 -1.74613 -1.94669 -1.05891  0.00
C12 -3.26435 -1.82918 -1.19551  0.00
C13 -1.02039 -2.60203 -2.23907  0.00
H10 -3.72147 -2.79014 -0.92378  0.00
H11 -3.55634 -1.55544 -2.22221  0.00
H12 -3.63731 -1.05398 -0.51057  0.00
H13 -1.16789 -3.69297 -2.26486  0.00
H14 0.07411 -2.44224 -2.20894  0.00
H15 -1.36731 -2.19909 -3.20617  0.00
C14 -1.17985 -0.46357 -0.91341  0.00
C15 -1.58722 0.93678 -1.40573  0.00
H16 -0.09678 -0.50959 -1.15695  0.00
H17 -1.56143 -0.26128 0.15358  0.00
O1 -1.96893 1.72950 -0.47187  0.00
N1 -1.25975 1.24549 -2.74020  0.00
C16 -0.09661 2.15538 -2.83608  0.00
H18 -2.05919 1.62727 -3.24294  0.00
C17 1.18692 1.52096 -3.30925  0.00
C18 2.37877 2.23927 -3.12539  0.00
H19 2.32402 3.22391 -2.65081  0.00
C19 3.60927 1.70109 -3.50522  0.00
H20 4.52590 2.26788 -3.31737  0.00
C20 3.65346 0.44146 -4.12025  0.00
H21 4.61466 0.03280 -4.43630  0.00
C21 2.46566 -0.26038 -4.35797  0.00
H22 2.49780 -1.22646 -4.86589  0.00
C22 1.23210 0.27159 -3.94465  0.00
H23 0.29638 -0.27014 -4.11180  0.00
H24 0.10349 2.56036 -1.83351  0.00
H25 -0.33315 3.02385 -3.47702  0.00
F1 -1.88673 2.84126 6.61325  0.00
C23 -1.54693 2.19669 5.44207  0.00
C24 -0.53365 1.24702 5.50192  0.00
C25 -0.20881 0.58439 4.29375  0.00
C26 -0.87707 0.92178 3.13182  -0.01
C27 -1.86941 1.86835 3.08323  0.01
C28 -2.23027 2.53463 4.27782  0.00
H26 -0.00921 1.01051 6.43108  0.00
H27 0.57074 -0.18695 4.31280  0.00
H28 -2.37163 2.10024 2.13954  0.00
H29 -3.01588 3.29010 4.29701  0.00

maximum force	4.906	eV Å⁻¹
E_tot	-63380.770	eV
2S+1	4
net charge	0

***

Among the records above, which one has the lowest maximum force? C28H29CuN4O2P2